DFT (ωB97M-V with the def2-TZVPD basis set) results for one molecule with the formula C5H10NO2.

```
18
Properties=species:S:1:pos:R:3:forces:R:3:nbo_charge:R:1
O 0.726 1.667 -1.699 0.3 0.1 0.8 -0.30
C 0.451 0.453 -1.673 -0.2 -0.7 -1.9 0.71
O 0.148 -0.238 -2.649 0.1 0.2 0.5 -0.62
C 0.443 -0.296 -0.264 -0.7 -0.1 1.8 -0.12
C -0.105 0.639 0.860 -0.7 0.0 -0.8 -0.41
C -0.958 -0.029 1.949 -0.3 0.5 0.3 -0.41
C -0.130 -0.436 3.141 1.7 -0.6 -0.1 -0.61
N -0.327 -1.485 -0.409 0.5 1.0 0.4 -0.71
H 1.450 -0.603 0.007 0.3 0.2 -0.4 0.22
H 0.743 1.188 1.269 0.0 -0.1 0.2 0.22
H -0.726 1.406 0.394 0.0 0.0 -0.1 0.22
H -1.683 0.716 2.296 0.1 0.1 0.0 0.20
H -1.605 -0.828 1.589 0.4 -0.2 -0.3 0.21
H 0.755 -1.043 2.878 -0.4 -0.1 -0.5 0.20
H 0.386 0.449 3.526 -0.5 0.0 0.5 0.20
H -0.607 -1.049 3.902 -0.4 0.5 0.2 0.22
H -1.245 -1.310 -0.792 0.0 -0.3 -0.2 0.38
H 0.197 -2.184 -0.890 -0.2 -0.5 -0.6 0.39
```
Positions in Å, forces in eV/Å.

Output
<S²>: 0.7582
Maximum force in eV/Å: 2.04
Charge: 0
Highest occupied orbital energy (alpha / beta) in eV: -10.20 / -9.97
ΔE to the lowest compared entry with this formula, charge and spin in eV: 0.519
Kohn-Sham gap (alpha / beta) in eV: 10.9813 / 6.7800
Spin multiplicity: 2

DFT (ωB97M-V with the def2-TZVPD basis set) results for a 7-piece molecular cluster, C49H93BrN2O14P overall.

```
160
Properties=species:S:1:pos:R:3:forces:R:3:lowdin_charge:R:1
C 7.249 -2.247 -4.183 -0.2 0.1 -0.4 -0.11
C 6.314 -2.874 -5.221 0.1 0.3 0.8 -0.26
C 4.908 -2.353 -4.969 -0.2 -0.3 -0.4 -0.25
C 3.846 -2.979 -5.869 -0.1 -0.4 0.4 -0.19
C 2.397 -2.480 -5.633 0.7 0.7 0.0 -0.18
C 2.230 -1.524 -4.444 -0.6 -0.6 -0.4 -0.23
C 0.749 -1.269 -4.165 0.3 0.4 1.2 -0.20
C 0.618 -0.616 -2.771 0.5 0.0 0.3 -0.23
C 0.474 -1.651 -1.646 -0.9 0.0 -0.7 -0.20
C -0.974 -2.192 -1.597 0.6 0.1 0.1 -0.20
C -1.388 -2.601 -0.189 0.3 -0.6 0.0 -0.22
C -2.790 -3.190 -0.108 -0.6 1.0 -0.3 -0.18
C -3.844 -2.139 -0.521 1.0 -0.6 0.2 -0.19
C -3.803 -0.897 0.379 -1.2 -0.1 -0.7 -0.17
C -3.715 0.374 -0.464 0.7 0.5 0.3 -0.14
C -2.869 1.488 0.206 -1.4 -0.2 -0.2 -0.11
N -2.157 2.269 -0.832 0.3 0.3 0.1 -0.02
C -2.914 2.888 -1.757 0.3 0.3 -0.4 0.03
C -2.356 3.609 -2.803 -0.1 -0.4 0.7 0.08
C -0.973 3.675 -2.887 -0.1 -0.1 0.5 -0.06
C -0.316 4.396 -4.015 0.3 -0.2 0.2 -0.46
O -0.696 5.445 -4.422 -0.5 0.6 -0.4 0.19
O 0.727 3.709 -4.486 -0.6 -0.6 -0.2 0.00
C 0.855 3.714 -5.922 0.9 0.1 -0.4 -0.20
C 1.360 2.373 -6.420 0.5 0.2 0.7 -0.68
C 2.404 1.734 -5.511 -0.2 -0.3 -0.3 -0.11
Br -0.127 1.146 -6.700 -0.1 0.3 -0.2 0.78
C -0.204 3.059 -1.908 -0.2 0.0 -0.2 0.02
C -0.808 2.355 -0.880 0.0 -0.7 -0.3 -0.25
P 0.356 1.616 0.342 1.2 1.4 1.3 0.79
N 1.108 2.744 1.131 -0.5 -0.1 -0.5 -0.28
H 7.214 -1.164 -4.307 0.2 0.1 0.1 0.07
H 6.885 -2.457 -3.182 0.2 -0.1 0.2 0.05
H 8.274 -2.585 -4.310 0.1 0.0 0.1 0.07
H 6.294 -3.951 -5.049 0.1 -0.2 -0.4 0.11
H 6.683 -2.638 -6.218 -0.1 -0.2 -0.2 0.11
H 4.675 -2.613 -3.938 0.0 0.2 0.2 0.11
H 4.881 -1.265 -5.044 0.1 0.1 0.0 0.11
H 3.872 -4.052 -5.665 0.0 -0.1 -0.1 0.11
H 4.138 -2.889 -6.914 -0.1 0.2 -0.1 0.11
H 2.088 -1.916 -6.514 -0.3 -0.2 -0.2 0.10
H 1.722 -3.320 -5.493 -0.1 -0.1 -0.2 0.11
H 2.723 -0.576 -4.656 0.1 -0.3 0.4 0.07
H 2.674 -1.950 -3.547 0.1 0.0 0.1 0.11
H 0.240 -2.229 -4.103 -0.3 0.0 -0.4 0.11
H 0.294 -0.608 -4.899 0.0 -0.5 -0.1 0.01
H -0.211 0.100 -2.715 -0.1 0.0 -0.1 0.09
H 1.541 -0.053 -2.591 0.0 0.2 0.0 0.09
H 0.700 -1.221 -0.670 0.3 -0.1 0.0 0.07
H 1.153 -2.471 -1.869 0.3 0.0 0.4 0.12
H -1.607 -1.401 -2.003 -0.3 -0.1 0.1 0.09
H -1.072 -3.053 -2.258 -0.1 0.0 -0.1 0.12
H -1.242 -1.753 0.485 -0.2 0.1 0.1 0.09
H -0.685 -3.363 0.160 0.2 0.0 0.0 0.12
H -2.872 -3.989 -0.844 0.1 -0.4 0.2 0.11
H -3.051 -3.537 0.890 0.2 -0.3 0.1 0.10
H -4.836 -2.564 -0.551 0.0 -0.1 0.2 0.08
H -3.601 -1.895 -1.557 -0.2 0.3 -0.1 0.10
H -3.034 -0.943 1.144 0.2 0.0 0.0 0.10
H -4.757 -0.868 0.900 0.1 0.1 0.3 0.11
H -3.274 0.174 -1.443 0.1 -0.2 0.0 0.10
H -4.697 0.801 -0.651 -0.2 -0.2 0.0 0.11
H -2.212 1.103 0.971 0.3 0.1 -0.2 0.07
H -3.578 2.157 0.687 0.2 0.2 0.2 0.12
H -3.983 2.799 -1.660 -0.1 -0.1 0.2 0.15
H -3.015 4.088 -3.508 0.1 0.1 -0.1 0.14
H 1.609 4.456 -6.183 0.0 0.2 0.0 0.14
H -0.077 3.965 -6.414 -0.2 0.2 0.2 0.12
H 1.839 2.579 -7.370 -0.4 -0.3 -0.4 0.10
H 2.463 0.671 -5.727 0.1 0.3 -0.3 0.04
H 3.385 2.165 -5.698 0.1 0.2 0.1 0.10
H 2.149 1.817 -4.460 0.0 0.1 0.1 0.07
H 0.871 3.134 -1.986 0.1 -0.2 0.2 0.14
H 1.264 0.837 -0.392 -0.5 -0.3 -0.2 0.01
H -0.319 0.766 1.233 -0.1 -0.5 -0.6 0.01
H 0.815 3.679 0.880 0.2 0.1 0.2 -0.03
O -6.758 -2.304 -1.279 -0.3 0.0 -0.2 0.10
C -7.756 -1.709 -0.969 -0.1 -0.2 0.2 -0.51
O -7.659 -0.788 0.005 0.2 0.2 0.0 0.00
C -8.709 0.121 0.354 -0.2 0.1 0.1 -0.23
C -9.682 -0.495 1.338 0.0 -0.2 0.0 -0.06
C -9.102 -2.026 -1.575 0.0 0.3 -0.3 0.02
H -9.207 0.498 -0.541 0.0 -0.1 0.0 0.12
H -8.205 0.969 0.816 0.1 -0.1 0.0 0.10
H -10.191 -1.361 0.913 -0.1 0.0 0.0 0.07
H -10.435 0.235 1.635 0.0 0.0 0.0 0.08
H -9.151 -0.834 2.227 0.0 0.1 0.0 0.08
H -9.533 -2.874 -1.045 0.0 0.0 0.0 0.10
H -8.948 -2.301 -2.616 0.1 -0.2 0.1 0.09
H -9.803 -1.195 -1.560 0.0 0.0 0.2 0.07
O 5.394 -1.187 -1.281 0.0 0.0 -0.2 0.08
C 6.128 -1.362 -0.342 -0.1 -0.1 0.4 -0.55
O 7.290 -2.008 -0.539 0.1 0.0 -0.3 -0.01
C 8.324 -2.127 0.449 0.0 -0.3 0.3 -0.23
C 8.076 -3.302 1.374 -0.2 -0.1 -0.1 -0.06
C 5.723 -0.968 1.056 0.1 0.2 0.2 0.00
H 8.459 -1.196 0.986 -0.1 0.0 0.1 0.09
H 9.242 -2.297 -0.114 -0.1 0.0 -0.2 0.13
H 7.155 -3.175 1.943 0.0 0.1 0.1 0.07
H 8.903 -3.413 2.077 0.0 0.0 0.0 0.08
H 7.977 -4.224 0.800 0.1 0.0 0.0 0.08
H 5.104 -1.759 1.483 0.0 0.0 -0.1 0.09
H 5.139 -0.053 0.996 -0.1 -0.1 -0.1 0.09
H 6.560 -0.763 1.714 0.0 -0.2 0.0 0.07
O 7.854 0.741 0.399 0.1 0.4 0.0 0.08
C 8.663 1.447 -0.147 -0.2 0.2 -0.2 -0.49
O 9.676 1.943 0.576 0.1 -0.2 0.2 0.01
C 10.789 2.637 -0.003 0.1 0.2 -0.1 -0.23
C 10.494 4.108 -0.203 -0.2 0.0 0.0 -0.06
C 8.505 1.839 -1.595 0.3 -0.3 -0.2 0.03
H 11.110 2.148 -0.923 -0.1 0.0 0.0 0.11
H 11.599 2.518 0.713 -0.1 -0.1 0.1 0.12
H 9.673 4.262 -0.904 0.1 0.0 -0.1 0.07
H 11.375 4.623 -0.587 0.0 0.0 0.0 0.08
H 10.204 4.565 0.742 0.1 0.0 0.0 0.08
H 7.826 2.689 -1.655 0.0 0.0 0.0 0.10
H 8.065 0.997 -2.126 -0.2 0.0 0.1 0.09
H 9.439 2.087 -2.094 0.0 0.2 0.1 0.07
O -6.083 1.784 1.852 0.1 0.1 -0.1 0.08
C -5.556 1.559 2.917 -0.3 -0.1 0.2 -0.52
O -4.393 0.903 2.920 0.4 0.2 -0.3 -0.02
C -3.570 0.742 4.097 -0.1 0.0 0.4 -0.21
C -4.004 -0.465 4.894 -0.1 -0.1 -0.1 -0.04
C -6.204 1.931 4.226 0.2 0.4 0.1 0.03
H -3.544 1.656 4.694 -0.2 -0.3 -0.3 0.07
H -2.556 0.581 3.724 -0.1 0.0 -0.2 0.12
H -5.023 -0.357 5.269 0.0 0.1 0.1 0.08
H -3.340 -0.617 5.745 0.0 0.0 0.0 0.09
H -3.984 -1.357 4.268 0.0 0.0 0.0 0.06
H -6.911 1.150 4.501 0.0 0.0 0.0 0.10
H -6.746 2.863 4.084 -0.1 -0.1 -0.1 0.09
H -5.499 2.086 5.040 0.0 -0.2 0.0 0.08
O -2.749 2.540 6.238 0.1 0.3 0.3 0.08
C -2.381 3.688 6.221 0.1 0.0 -0.2 -0.51
O -3.252 4.646 6.562 -0.2 -0.1 0.2 0.01
C -2.882 6.017 6.756 0.1 0.3 -0.1 -0.23
C -2.874 6.789 5.454 0.0 -0.1 -0.1 -0.06
C -0.999 4.065 5.745 0.2 0.0 0.4 0.02
H -1.932 6.087 7.287 0.0 -0.1 0.0 0.12
H -3.641 6.424 7.421 -0.1 -0.1 0.0 0.13
H -2.134 6.395 4.757 0.1 0.0 0.0 0.07
H -2.650 7.840 5.636 0.0 0.0 0.0 0.08
H -3.848 6.717 4.969 0.0 0.1 0.1 0.08
H -1.005 4.125 4.657 0.0 0.0 0.0 0.10
H -0.310 3.280 6.049 -0.1 -0.1 -0.1 0.09
H -0.625 4.999 6.155 -0.1 0.1 -0.1 0.07
O -4.606 -3.756 3.073 0.0 0.1 0.0 0.10
C -4.274 -4.463 3.987 0.1 -0.2 -0.2 -0.52
O -3.767 -3.886 5.092 -0.1 0.3 0.1 -0.02
C -3.504 -4.590 6.310 0.1 -0.2 0.1 -0.23
C -2.143 -5.252 6.297 0.0 0.0 -0.2 -0.06
C -4.329 -5.969 3.890 -0.4 0.0 0.2 0.02
H -4.306 -5.295 6.529 0.0 0.0 -0.1 0.12
H -3.535 -3.830 7.089 0.0 0.1 -0.1 0.12
H -2.071 -6.009 5.515 0.0 -0.1 0.0 0.07
H -1.942 -5.729 7.257 0.0 0.0 0.0 0.08
H -1.366 -4.512 6.104 0.0 0.0 0.1 0.08
H -3.431 -6.321 3.386 0.0 0.0 0.0 0.10
H -5.197 -6.237 3.293 0.1 0.1 -0.2 0.09
H -4.427 -6.474 4.848 0.2 0.0 0.0 0.07
```
Positions in Å, forces in eV/Å.

Output
Maximum force in eV/Å: 2.25
Charge: +1
Highest occupied orbital energy in eV: -11.19
Kohn-Sham gap in eV: 7.2809

DFT (ωB97M-V with the def2-TZVPD basis set) results for an isolated ion of composition C4H11N3 and charge +2.

```
18
Properties=species:S:1:pos:R:3:forces:R:3:nbo_charge:R:1
C -1.600 -0.079 -1.054 -1.8 -0.2 0.3 -0.17
C -0.102 -1.307 0.686 2.2 -2.7 1.4 -0.20
C -1.373 0.568 0.211 -5.0 1.5 0.3 -0.14
C 1.614 -0.068 -0.696 -1.4 -1.1 -0.2 -0.40
N -1.299 -0.829 0.230 -2.1 1.2 -1.0 -0.01
N 0.147 1.166 0.584 3.8 2.7 2.6 -0.49
N 0.922 0.011 0.549 1.2 0.4 3.7 -0.21
H -2.625 -0.023 -1.381 -0.7 -0.2 0.0 0.31
H -0.961 -0.156 -1.901 0.9 -0.8 -0.5 0.25
H -0.136 -1.622 1.828 0.0 0.5 -2.4 0.33
H 0.256 -2.060 -0.040 0.3 0.1 1.0 0.27
H -2.112 1.198 0.794 0.4 -1.1 -1.1 0.31
H 2.016 -1.048 -0.648 0.5 -1.0 -1.2 0.26
H 0.778 0.193 -1.323 0.5 -0.8 -1.5 0.20
H 2.338 0.639 -0.838 2.1 1.9 0.1 0.27
H 0.516 1.961 0.026 -0.2 -0.7 0.0 0.47
H 0.095 1.509 1.548 0.0 0.1 0.0 0.45
H 1.525 -0.053 1.426 -0.6 0.2 -1.5 0.48
```
Positions in Å, forces in eV/Å.

Output
<S²>: 2.0053
Maximum force in eV/Å: 5.34
Charge: +2
Highest occupied orbital energy (alpha / beta) in eV: -13.57 / -22.22
ΔE to the lowest compared entry with this formula, charge and spin in eV: 6.889
Kohn-Sham gap (alpha / beta) in eV: 5.9809 / 9.0771
Spin multiplicity: 3

DFT (ωB97M-V with the def2-TZVPD basis set) results for a 2-piece molecular cluster, C17H37NO3 overall.

```
58
Properties=species:S:1:pos:R:3:forces:R:3:nbo_charge:R:1
C -4.919 2.188 1.994 -0.4 0.5 0.3 -0.26
O -5.876 1.529 1.190 0.0 -0.4 0.0 -0.53
C -5.359 0.370 0.576 1.1 -0.5 -0.6 -0.05
C -4.253 0.691 -0.498 -0.2 -0.5 1.2 -0.44
C -2.864 0.328 0.080 0.0 0.2 -0.1 -0.41
C -1.626 1.062 -0.518 -0.6 0.1 0.6 -0.41
C -1.808 1.801 -1.850 0.8 0.1 -0.6 -0.40
C -1.569 0.996 -3.170 0.0 -0.1 0.2 -0.41
C -0.985 -0.434 -3.068 0.6 0.1 -1.1 -0.41
C 0.551 -0.503 -3.331 -0.5 -0.5 0.7 -0.39
C 1.396 -0.132 -2.092 0.5 -0.5 -0.2 -0.43
C 1.476 -1.360 -1.129 -0.2 0.9 -0.1 -0.43
C 1.475 -1.012 0.360 0.2 -1.7 -0.2 -0.25
N 2.430 0.092 0.728 -0.6 -0.6 1.2 -0.52
C 1.753 1.117 1.565 1.8 2.1 1.4 -0.26
C 2.870 2.021 2.194 0.1 -0.5 -2.4 0.04
C 3.837 2.641 1.187 -1.5 -0.5 2.3 -0.14
O 2.798 3.385 1.889 0.7 -0.2 0.0 -0.46
H -5.476 2.886 2.633 0.1 -0.1 -0.2 0.20
H -4.380 1.502 2.667 0.0 0.0 -0.3 0.17
H -4.215 2.784 1.392 0.0 -0.3 0.1 0.16
H -4.880 -0.286 1.330 -0.3 0.2 0.0 0.15
H -6.151 -0.230 0.115 -0.2 0.6 0.2 0.19
H -4.425 0.068 -1.383 -0.1 0.5 -0.1 0.21
H -4.371 1.761 -0.706 0.2 -0.3 -0.3 0.21
H -2.755 -0.767 0.011 0.0 0.3 -0.1 0.20
H -2.872 0.531 1.161 0.0 0.0 -0.2 0.20
H -1.314 1.817 0.224 -0.2 -0.1 -0.2 0.20
H -0.799 0.345 -0.539 -0.1 0.2 -0.3 0.19
H -1.078 2.627 -1.846 -0.1 -0.2 0.0 0.20
H -2.772 2.311 -1.949 0.1 -0.2 0.4 0.22
H -2.496 0.968 -3.758 0.1 -0.1 0.3 0.21
H -0.866 1.570 -3.792 -0.2 -0.1 0.1 0.20
H -1.219 -0.988 -2.151 -0.1 0.3 -0.1 0.20
H -1.421 -1.017 -3.894 -0.1 0.1 0.3 0.22
H 0.835 0.058 -4.229 -0.2 0.1 0.3 0.21
H 0.751 -1.564 -3.554 0.3 0.3 0.0 0.21
H 1.021 0.777 -1.593 -0.1 -0.2 -0.2 0.19
H 2.425 0.078 -2.425 -0.2 0.2 0.1 0.21
H 2.374 -1.947 -1.359 -0.3 0.0 0.1 0.26
H 0.590 -1.981 -1.316 0.3 -0.1 0.2 0.23
H 0.484 -0.799 0.768 0.2 0.5 -0.3 0.21
H 1.833 -1.906 0.899 0.1 0.3 -0.1 0.28
H 2.925 0.493 -0.069 -0.3 0.0 0.0 0.44
H 3.153 -0.318 1.341 0.1 -0.3 -0.5 0.46
H 1.265 0.673 2.434 -0.4 -0.5 -0.7 0.24
H 1.129 1.805 0.992 -0.2 -0.6 -0.1 0.24
H 3.279 1.710 3.157 -0.2 0.3 0.0 0.21
H 4.814 2.706 1.655 0.2 0.5 -0.8 0.22
H 3.642 2.541 0.125 0.4 0.1 0.1 0.19
C 3.359 -4.086 2.655 0.1 -0.6 0.4 -0.63
C 4.577 -4.153 1.704 -0.9 0.3 0.6 -0.02
O 4.490 -3.186 0.769 0.0 0.6 -0.5 -0.98
H 2.420 -4.233 2.110 0.1 0.1 -0.1 0.17
H 3.419 -4.872 3.423 -0.1 0.0 0.0 0.18
H 3.315 -3.122 3.176 0.1 0.1 -0.1 0.16
H 4.595 -5.207 1.339 -0.1 0.1 -0.4 0.09
H 5.466 -4.127 2.378 0.2 0.3 -0.1 0.08
```
Positions in Å, forces in eV/Å.

Output
Maximum force in eV/Å: 3.05
Charge: 0
Highest occupied orbital energy in eV: -5.57
ΔE to the lowest compared entry with this formula, charge and spin in eV: 5.741
Kohn-Sham gap in eV: 5.5131